Entry 1:
A molecular structure, C18H57N4O8. Source: OMol25; level of theory: wB97M-V/def2-TZVPD.

Computed properties:
Highest occupied orbital energy   -0.3956 Ha
E_LUMO   -3.33 eV
Kohn-Sham gap   7.43 eV

The geometry in ORCA input format:
```
! wB97M-V def2-TZVPD RIJCOSX def2/J DEFGRID3
* xyz 1 1
O 1.585 -1.480 2.141
H 0.957 -1.290 2.842
H 1.188 -1.387 1.272
H 2.295 -0.835 2.180
O 1.616 1.027 0.902
H 1.026 0.318 0.633
H 1.224 1.676 1.490
H 2.366 0.628 1.350
C -1.327 -0.672 0.964
C -0.205 -0.451 -0.030
O 1.065 -0.761 0.460
H -1.378 -0.122 1.904
H -1.505 -1.721 1.203
H -2.288 -0.380 0.541
H -0.175 0.633 -0.136
H -0.375 -0.931 -0.994
C -2.342 6.126 -1.461
C -2.359 4.583 -1.336
C -0.971 3.839 -1.440
O -1.417 2.473 -1.379
C -0.418 1.442 -1.457
N -2.985 4.319 -0.108
H -1.411 6.425 -0.977
H -3.271 6.577 -1.113
H -2.216 6.474 -2.486
H -3.003 4.319 -2.176
H -0.194 4.091 -0.719
H -0.662 3.991 -2.474
H -0.007 1.459 -2.467
H -0.928 0.479 -1.499
H 0.295 1.426 -0.633
H -2.477 4.587 0.723
H -3.077 3.315 -0.037
C 0.331 -5.439 1.228
C 0.059 -4.226 0.363
C -1.413 -4.281 -0.062
O -1.720 -2.957 -0.475
C -3.119 -2.768 -0.662
N 0.240 -3.064 1.184
H -0.005 -6.391 0.817
H -0.133 -5.404 2.214
H 1.371 -5.593 1.516
H 0.703 -4.161 -0.514
H -2.028 -4.573 0.789
H -1.525 -5.033 -0.842
H -3.738 -3.260 0.088
H -3.190 -3.379 -1.562
H -3.465 -1.740 -0.767
H 0.007 -2.301 0.565
H -0.550 -3.080 1.813
C 0.853 -2.165 -2.133
C 1.158 -1.295 -3.370
C 2.688 -1.161 -3.532
O 3.276 -0.168 -2.598
C 4.640 -0.384 -2.398
N 0.398 -1.847 -4.512
H 1.123 -3.219 -2.207
H -0.205 -2.144 -1.871
H 1.388 -1.832 -1.244
H 0.645 -0.359 -3.152
H 3.002 -0.928 -4.549
H 3.002 -2.201 -3.445
H 4.939 -1.432 -2.419
H 4.843 -0.048 -1.381
H 5.210 0.286 -3.041
H -0.393 -2.358 -4.149
H 0.956 -2.486 -5.060
C -0.643 2.884 1.427
C 0.404 2.565 2.448
C 0.040 1.144 3.008
O -1.118 1.061 3.791
C -1.453 2.094 4.801
N 1.715 2.604 1.839
H -1.648 2.964 1.843
H -0.669 2.235 0.552
H -0.497 3.861 0.966
H 0.357 3.413 3.131
H 0.744 0.692 3.706
H 0.053 0.369 2.242
H -1.493 3.086 4.351
H -0.675 2.085 5.564
H -2.431 1.759 5.145
H 2.406 2.140 2.410
H 1.997 3.566 1.714
O 2.034 -2.444 0.197
H 1.434 -1.717 0.027
H 1.472 -3.148 0.521
*
```



Entry 2:
15 unconnected molecules or ions with the total composition C35H96F6N2O17S2. Source: OMol25; level of theory: wB97M-V/def2-TZVPD.

Computed properties:
Highest occupied orbital energy   -0.3413 Ha
E_LUMO   -1.91 eV
Kohn-Sham gap   7.38 eV

The geometry in ORCA input format:
```
! wB97M-V def2-TZVPD RIJCOSX def2/J DEFGRID3
* xyz 0 1
N -2.420 1.428 -4.063
H -2.507 2.425 -3.931
H -1.914 1.102 -3.251
H -1.909 1.228 -4.911
H -3.316 0.962 -4.051
C 1.194 -1.866 -1.919
F 2.177 -1.201 -1.286
F 0.941 -1.230 -3.035
F 1.584 -3.157 -2.175
S -0.424 -1.760 -0.837
O -1.538 -2.257 -1.643
O -0.154 -2.590 0.349
N -0.542 -0.090 -0.681
S -1.010 0.063 0.746
O -2.161 -0.742 1.150
O 0.099 0.117 1.706
C -1.752 1.868 0.879
F -2.689 2.040 -0.067
F -2.406 2.030 2.036
F -0.794 2.785 0.743
O 2.357 -6.529 2.162
H 1.665 -5.886 2.005
H 3.171 -6.046 2.015
O 2.877 -1.617 4.801
H 3.554 -1.841 4.163
H 2.279 -1.041 4.324
C -3.745 -1.259 6.816
C -4.987 -1.833 6.139
C -4.837 -3.290 5.707
O -6.075 -1.710 7.094
H -3.465 -1.763 7.742
H -3.751 -0.197 7.060
H -2.963 -1.275 6.057
H -5.280 -1.282 5.246
H -5.727 -3.617 5.169
H -4.718 -3.979 6.543
H -3.983 -3.335 5.031
H -6.307 -0.806 7.318
C 4.562 4.532 -1.460
C 3.269 3.611 -1.587
C 3.161 3.100 -3.011
O 3.313 2.556 -0.687
H 4.565 4.878 -0.426
H 4.515 5.408 -2.106
H 5.488 4.030 -1.743
H 2.464 4.327 -1.425
H 3.989 2.473 -3.341
H 2.973 3.917 -3.708
H 2.285 2.451 -3.006
H 2.529 2.012 -0.799
C 3.368 4.103 5.379
C 2.646 5.207 6.183
C 1.269 4.875 6.681
O 3.471 5.524 7.269
H 2.784 3.833 4.499
H 3.703 3.211 5.908
H 4.304 4.410 4.912
H 2.570 6.117 5.587
H 0.936 5.631 7.393
H 1.284 3.954 7.264
H 0.562 4.794 5.857
H 3.226 6.380 7.628
C -0.418 -10.307 -2.604
C 0.507 -9.996 -1.394
C 1.837 -9.290 -1.827
O -0.073 -9.134 -0.499
H -1.020 -9.411 -2.754
H -1.081 -11.160 -2.458
H 0.130 -10.550 -3.514
H 0.833 -10.906 -0.890
H 2.579 -9.378 -1.033
H 1.591 -8.265 -2.103
H 2.289 -9.795 -2.680
H 0.642 -8.858 0.079
C 6.994 -6.883 1.323
C 7.012 -5.410 0.812
C 7.029 -5.331 -0.714
O 5.822 -4.843 1.176
H 7.832 -7.419 0.877
H 6.096 -7.465 1.115
H 7.021 -6.910 2.413
H 7.843 -4.825 1.205
H 6.313 -6.024 -1.155
H 7.976 -5.611 -1.175
H 6.811 -4.323 -1.067
H 5.976 -3.898 1.099
C -4.436 -5.136 -6.909
C -5.247 -3.811 -6.595
C -6.590 -3.819 -7.377
O -5.480 -3.815 -5.166
H -4.248 -5.053 -7.979
H -5.003 -6.062 -6.819
H -3.550 -5.290 -6.292
H -4.744 -2.875 -6.837
H -6.379 -4.041 -8.423
H -7.185 -2.907 -7.360
H -7.167 -4.694 -7.078
H -4.654 -3.906 -4.687
C -5.342 8.708 6.173
C -3.854 8.647 6.576
C -2.901 8.541 5.378
O -3.532 9.761 7.405
H -5.605 7.824 5.593
H -5.599 9.562 5.548
H -5.951 8.650 7.075
H -3.674 7.719 7.118
H -2.866 9.378 4.680
H -3.111 7.623 4.830
H -1.866 8.541 5.720
H -4.077 9.619 8.183
C -8.306 -1.402 1.244
C -9.157 -0.106 1.337
C -8.876 0.642 2.624
O -8.687 0.679 0.270
H -8.678 -2.208 1.876
H -7.259 -1.161 1.428
H -8.386 -1.658 0.187
H -10.221 -0.341 1.363
H -7.943 1.205 2.653
H -8.960 0.006 3.505
H -9.700 1.355 2.627
H -9.255 1.451 0.210
C 6.848 0.870 -9.107
C 5.628 0.006 -8.711
C 5.695 -0.540 -7.334
O 4.512 0.827 -8.687
H 7.791 0.326 -9.049
H 6.975 1.762 -8.494
H 6.761 1.214 -10.138
H 5.471 -0.750 -9.481
H 4.804 -1.031 -6.943
H 5.895 0.255 -6.616
H 6.509 -1.245 -7.168
H 3.642 0.423 -8.667
C 8.317 -0.279 3.374
C 7.714 0.314 2.091
C 8.572 0.390 0.797
O 6.435 -0.270 1.713
H 7.764 0.223 4.168
H 9.374 -0.031 3.469
H 8.238 -1.360 3.489
H 7.369 1.322 2.319
H 8.539 -0.611 0.367
H 9.632 0.507 1.021
H 8.251 1.206 0.151
H 5.922 0.344 1.183
C -5.378 5.408 -3.672
C -4.260 6.332 -3.961
C -3.964 7.222 -2.778
O -3.069 5.576 -4.238
H -5.418 4.680 -4.482
H -6.342 5.890 -3.511
H -5.237 4.787 -2.787
H -4.578 6.971 -4.785
H -3.240 7.995 -3.038
H -3.614 6.584 -1.967
H -4.872 7.741 -2.473
H -2.500 6.124 -4.783
*
```